3 unconnected molecules or ions with the total composition C3H11NO2. Source: OMol25; level of theory: wB97M-V/def2-TZVPD.

```
17
Properties=species:S:1:pos:R:3:forces:R:3:mulliken_charge:R:1
C -0.98101 1.57316 -0.88125 -3.125 -0.445 1.805 -1.19
C 0.15144 0.67757 -0.36509 -2.739 2.398 2.594 -0.12
C 0.78304 -0.85673 1.39983 0.010 2.458 1.359 -0.66
N -0.23954 0.23108 1.03177 4.876 -3.441 -3.797 -0.23
H -1.30225 2.31173 -0.03389 0.533 -1.340 -1.361 0.26
H -0.75052 2.21531 -1.69389 0.523 0.215 -0.958 0.42
H -1.94510 0.89026 -1.12061 2.485 1.858 0.463 0.26
H 1.07768 1.17642 -0.24037 1.042 0.396 -0.082 0.55
H 0.30883 -0.11916 -1.07536 0.683 -1.357 -0.076 0.26
H 0.67678 -1.10152 2.46666 -0.130 0.250 -0.182 0.31
H 1.85615 -0.45334 1.14755 -2.008 -1.128 0.359 0.28
H 0.52548 -1.79446 0.86913 0.590 0.688 -0.461 0.30
H 2.99286 -1.03085 -1.30272 -0.446 0.256 0.577 0.20
O 2.34570 -0.76593 -0.60763 0.412 -0.376 -1.253 -0.59
H -1.13595 -0.23329 0.97048 -3.238 -0.574 0.070 0.38
H -2.19602 -1.82268 -0.41252 0.338 -0.414 0.282 0.25
O -2.16758 -0.89755 -0.15208 0.193 0.556 0.662 -0.69
```
Positions in Å, forces in eV/Å.

Properties
calculated total energy = -325.79213 a.u.
orbital gap = 0.161 Ha



A molecular structure, C43H50As2N8O7PSTl. Source: OMol25; level of theory: wB97M-V/def2-TZVPD.

```
113
Properties=species:S:1:pos:R:3:forces:R:3:mulliken_charge:R:1
Tl -0.83100 -1.40162 0.81127 -0.064 0.178 0.032 1.14
C -4.08282 -2.15746 6.02307 -0.159 -0.083 0.051 -0.88
N -2.96142 -1.72094 5.21843 -0.004 -0.113 -0.202 0.26
C -2.18414 -0.62479 5.44327 0.097 0.086 0.072 -0.90
C -1.26619 -0.59480 4.43163 0.100 0.079 -0.073 -0.28
N -1.46570 -1.64520 3.59027 -0.345 -0.366 0.090 0.08
C -2.50218 -2.31513 4.07391 0.104 -0.007 0.111 0.02
P -3.26160 -3.87792 3.50811 0.422 0.209 -0.229 -0.34
C -1.77968 -4.75360 2.88758 -0.063 0.024 0.103 -0.17
N -0.96116 -4.33332 1.94844 -0.140 0.244 -0.148 0.26
C 0.01987 -5.26713 1.84153 -0.005 -0.028 -0.063 -0.68
C -0.20656 -6.28024 2.73244 0.065 -0.029 -0.045 -0.53
N -1.35562 -5.95175 3.39524 0.010 0.096 0.023 0.27
C -2.02770 -6.75675 4.39348 -0.127 -0.065 0.075 -0.78
C -3.96287 -3.33575 1.91523 -0.145 0.063 -0.003 0.06
N -3.85596 -2.14936 1.35745 0.201 0.093 0.159 -0.27
C -4.60637 -2.19533 0.21810 -0.040 -0.156 -0.034 -0.71
C -5.18306 -3.42722 0.09241 -0.036 0.091 -0.150 -0.31
N -4.77584 -4.15006 1.17967 0.083 0.102 0.062 0.25
C -5.16556 -5.49839 1.52377 -0.080 -0.115 0.159 -0.81
H -4.22402 -1.46268 6.84689 0.055 0.008 -0.008 0.31
H -4.99577 -2.18189 5.42822 0.012 0.035 0.022 0.32
H -3.90352 -3.15645 6.42030 -0.004 0.049 0.040 0.31
H -2.32829 0.01995 6.29262 -0.062 0.000 -0.004 0.39
H -0.48200 0.12130 4.25172 -0.044 0.070 0.003 0.48
H 0.81119 -5.15402 1.11946 0.054 -0.055 0.014 0.51
H 0.34393 -7.17973 2.94718 -0.047 -0.031 0.025 0.42
H -1.35542 -7.53624 4.74312 0.039 0.038 -0.019 0.31
H -2.32587 -6.13971 5.23887 0.031 -0.031 0.006 0.31
H -2.91948 -7.22604 3.97472 0.022 -0.008 0.025 0.28
H -4.67012 -1.35598 -0.45400 -0.022 0.016 0.005 0.48
H -5.82797 -3.83869 -0.66455 0.009 -0.061 0.013 0.43
H -5.68229 -5.95529 0.68379 0.066 0.017 -0.039 0.33
H -4.28673 -6.09434 1.77217 -0.005 -0.024 -0.100 0.28
H -5.83644 -5.49704 2.38489 0.008 0.005 -0.021 0.29
O 1.24689 3.39262 1.59618 0.108 -0.347 0.224 -0.82
As 1.57622 1.59128 1.47702 0.511 1.105 -0.530 0.97
O 2.09199 1.51607 -0.25788 0.061 -0.138 0.204 0.02
O -0.03213 1.18816 1.38088 -0.213 -0.714 0.124 -0.59
C 3.44915 2.11093 2.05650 -0.044 -0.219 0.303 0.56
C 4.44449 2.60694 1.22522 -0.249 0.064 -0.110 -0.37
C 5.74287 2.74449 1.69613 0.091 0.030 0.058 -0.86
C 6.08441 2.38786 2.99527 0.000 0.028 -0.004 -0.59
C 5.11323 1.88771 3.84592 -0.103 0.014 0.100 -0.89
C 3.82424 1.77163 3.35649 -0.219 0.087 -0.202 0.15
S 2.56264 0.94832 4.24811 0.397 -0.191 0.648 1.38
O 1.30933 1.59080 3.95930 -0.044 0.050 -0.325 -0.62
O 2.88476 0.65814 5.60359 0.248 -0.088 -0.221 -0.76
O 2.58513 -0.43810 3.44411 -0.112 0.030 0.500 -0.54
H 0.29547 3.47227 1.74628 0.014 -0.019 -0.155 0.32
H 4.20632 2.87379 0.20356 -0.010 -0.024 -0.005 0.31
H 6.50891 3.12857 1.03464 -0.001 0.003 -0.023 0.42
H 7.10489 2.48849 3.33835 0.007 0.023 0.005 0.40
H 5.32827 1.58531 4.86233 0.058 0.003 -0.008 0.52
O 0.82714 -2.96511 -1.13987 1.464 -0.576 1.016 -0.80
H 0.52782 -2.37503 -1.84231 1.611 0.067 0.325 0.29
H 1.49960 -2.45859 -0.65872 0.031 -0.051 -0.030 0.34
C 4.36987 1.05480 -6.79444 -0.003 0.011 0.064 -1.64
C 3.61238 1.28620 -5.51642 -0.009 0.024 0.011 0.72
C 3.90616 0.56364 -4.37076 -0.039 0.040 -0.029 -0.82
C 3.17738 0.70037 -3.19590 -0.012 -0.009 0.178 -0.40
C 3.60435 -0.14631 -2.02433 -0.033 0.166 -0.020 -1.18
C 2.11054 1.62253 -3.14418 -0.104 -0.063 0.121 0.74
As 0.92508 1.47805 -1.53563 0.062 0.091 -1.183 -0.03
N 0.29766 -0.15020 -1.67877 -0.118 0.393 0.712 0.85
C -0.49724 -0.53650 -2.72978 -0.132 0.306 -0.293 1.12
C -0.93933 0.30906 -3.77221 0.187 -0.077 0.197 0.01
C -1.73667 -0.15167 -4.80332 0.000 0.060 0.036 -1.10
C -2.15466 -1.47451 -4.83763 -0.018 -0.055 0.002 -0.72
C -1.74816 -2.32118 -3.81375 -0.080 -0.049 -0.198 -1.15
C -0.93921 -1.87544 -2.78534 -0.660 0.243 -0.317 -0.75
C -0.20921 3.07142 -1.25135 0.105 -0.337 0.110 0.26
C -1.58750 2.94702 -1.03404 0.065 -0.146 -0.002 0.80
C -2.27594 1.61748 -0.92025 0.072 -0.009 0.018 -1.27
C -2.34199 4.10867 -0.89387 0.025 0.027 -0.047 -0.97
C -1.76999 5.36967 -0.95181 -0.024 -0.060 0.005 0.85
C -2.61536 6.60959 -0.86223 0.059 -0.074 0.018 -1.69
C -0.39212 5.46060 -1.10050 -0.035 -0.003 -0.020 -1.19
C 0.40349 4.33377 -1.23988 0.131 -0.038 0.004 1.58
C 1.89294 4.51204 -1.33475 -0.036 -0.027 0.099 -1.86
C 1.82641 2.38419 -4.28946 -0.101 0.142 0.165 1.88
C 0.74867 3.43872 -4.37167 0.065 -0.171 -0.008 -2.20
C 2.58080 2.20564 -5.44486 0.007 -0.065 0.029 -1.03
H 5.14628 0.30550 -6.64726 0.032 0.014 -0.044 0.35
H 4.83822 1.97315 -7.15141 -0.001 0.002 -0.012 0.35
H 3.69910 0.69681 -7.57701 0.008 0.014 -0.018 0.34
H 4.72531 -0.14653 -4.39173 -0.026 -0.041 0.015 0.34
H 4.20675 -0.98778 -2.36364 -0.035 -0.011 -0.008 0.46
H 2.74678 -0.50968 -1.46818 0.074 -0.186 0.068 -0.23
H 4.20078 0.45358 -1.33465 0.014 -0.071 0.055 0.20
H -0.64248 1.35033 -3.73157 -0.102 0.045 -0.178 0.74
H -2.04399 0.53654 -5.58202 -0.010 0.006 0.002 0.43
H -2.79219 -1.82873 -5.63653 0.022 -0.032 -0.001 0.39
H -2.06481 -3.35827 -3.81481 -0.012 0.017 0.006 0.45
H -0.65185 -2.56012 -1.99572 -1.991 0.143 -0.682 0.71
H -1.82447 1.04818 -0.10536 -0.043 0.083 -0.015 -0.19
H -2.16616 1.04388 -1.83908 -0.135 -0.056 0.028 0.01
H -3.33699 1.74886 -0.71187 -0.003 0.037 -0.022 0.51
H -3.41168 4.01833 -0.74377 -0.010 -0.026 0.007 0.32
H -3.66357 6.35537 -0.71396 -0.015 0.036 0.013 0.37
H -2.52993 7.19077 -1.78176 -0.020 0.044 0.021 0.33
H -2.28944 7.24089 -0.03464 -0.022 0.038 -0.010 0.36
H 0.07484 6.43949 -1.11311 0.049 -0.006 -0.002 0.44
H 2.14521 5.50548 -1.70396 -0.022 -0.012 -0.061 0.60
H 2.35049 3.76334 -1.97907 0.126 0.112 -0.024 0.26
H 2.31353 4.40070 -0.33306 0.005 -0.020 -0.026 0.22
H 0.08370 3.42536 -3.51759 -0.086 0.104 -0.092 -0.03
H 0.15420 3.29404 -5.27476 -0.002 0.016 -0.014 0.56
H 1.20881 4.42718 -4.43109 -0.053 0.040 0.046 0.53
H 2.32804 2.80213 -6.31551 -0.001 -0.017 -0.031 0.45
N 2.58193 -1.29252 1.33173 -0.343 -0.035 -0.256 -0.27
C 2.30773 -0.30830 2.05882 -0.372 -0.157 -0.311 -0.04
H 2.97426 -2.07855 1.85791 0.008 0.128 0.051 0.21
```
Positions in Å, forces in eV/Å.

Properties
calculated total energy = -8016.80980 a.u.
orbital gap = 0.265 Ha



C21H20N6O4S in the gas phase. Source: OMol25; level of theory: wB97M-V/def2-TZVPD.

```
52
Properties=species:S:1:pos:R:3:forces:R:3:mulliken_charge:R:1
C 1.93177 1.27276 2.76041 -0.292 0.019 0.214 -0.81
O 3.05526 1.06178 1.93920 0.340 0.117 -0.526 -0.43
C 3.14789 1.80719 0.79054 0.218 -0.143 -0.018 1.35
C 2.32343 2.86870 0.45697 0.022 -0.038 0.174 -0.54
C 2.49863 3.52964 -0.74896 0.021 0.003 -0.002 -0.58
C 3.49743 3.14602 -1.62264 -0.005 0.015 -0.078 -0.88
C 4.34340 2.10073 -1.28954 -0.106 0.096 0.108 -0.21
C 4.17498 1.42923 -0.09085 -0.486 0.485 -0.142 -0.47
N 5.03904 0.37919 0.26003 0.277 -0.850 -0.277 -0.29
S 5.13937 -0.99742 -0.68036 0.160 -0.184 0.196 1.26
O 5.08524 -0.62106 -2.05909 -0.323 0.208 0.105 -0.65
O 6.28264 -1.72392 -0.21180 -0.286 0.029 0.282 -0.71
C 3.67499 -1.96205 -0.27623 0.529 0.094 -0.080 0.06
C 3.85709 -3.26771 0.13409 0.188 -0.081 0.031 -0.48
C 2.74451 -4.04706 0.41110 -0.028 0.098 -0.071 -0.69
C 1.47803 -3.50721 0.29610 -0.003 0.131 -0.030 -0.72
C 1.30455 -2.17743 -0.09350 0.644 0.016 0.055 -0.04
N 0.00664 -1.68162 -0.17128 -0.458 -0.132 -0.063 -0.02
C -0.40462 -0.38430 -0.13923 0.415 -0.203 0.100 0.05
O 0.30921 0.59034 -0.05425 -0.055 0.087 -0.067 -0.49
C -1.88606 -0.32384 -0.19065 -1.235 0.179 -0.036 0.31
N -2.63006 -1.44920 -0.21108 0.075 -0.341 -0.011 -0.49
C -3.87386 -1.01215 -0.25572 0.388 0.881 0.020 0.41
N -5.00979 -1.68512 -0.29256 -0.503 -0.594 -0.017 -0.63
C -6.12427 -0.99438 -0.33661 0.197 -0.060 0.010 0.92
C -7.40160 -1.76193 -0.38057 -0.060 -0.028 -0.002 -1.14
C -6.14295 0.42090 -0.34369 0.355 0.198 0.010 -1.07
C -4.96983 1.12759 -0.30307 -0.600 0.218 -0.021 1.39
C -4.82665 2.60495 -0.30383 0.078 0.013 0.000 -1.45
N -3.84215 0.38793 -0.25838 -0.043 -1.498 0.009 0.85
N -2.58146 0.80164 -0.21448 1.027 0.929 0.023 -1.48
C 2.42101 -1.40043 -0.40091 -0.311 0.140 -0.059 -0.14
H 1.97606 0.50008 3.52720 -0.036 0.078 -0.022 0.27
H 1.00740 1.17224 2.18524 0.052 0.016 0.052 0.26
H 1.96390 2.25758 3.23802 0.012 -0.037 -0.024 0.35
H 1.52571 3.17283 1.11372 -0.089 -0.025 0.088 0.38
H 1.83983 4.34692 -1.00076 -0.057 0.066 -0.020 0.39
H 3.62641 3.65988 -2.56271 0.014 0.045 -0.082 0.39
H 5.12378 1.77522 -1.95641 0.101 0.043 -0.047 0.48
H 4.98511 0.13627 1.23883 0.084 -0.119 0.170 0.45
H 4.86169 -3.64770 0.22068 0.081 -0.123 0.047 0.53
H 2.86521 -5.07467 0.71802 0.011 -0.077 0.024 0.39
H 0.60794 -4.11065 0.51152 -0.092 -0.063 0.051 0.40
H -0.75116 -2.35810 -0.15517 0.123 0.129 -0.042 0.39
H -8.02333 -1.50535 0.47543 -0.096 0.003 0.042 0.31
H -7.95603 -1.51513 -1.28434 -0.093 0.002 -0.050 0.31
H -7.18623 -2.82553 -0.36677 -0.022 -0.028 0.000 0.36
H -7.08479 0.94332 -0.38157 -0.046 0.110 -0.003 0.41
H -4.30500 2.92169 0.59857 0.023 0.053 0.025 0.33
H -5.79607 3.09028 -0.35836 -0.041 -0.023 -0.001 0.38
H -4.21030 2.91087 -1.14829 0.022 0.056 -0.023 0.34
H 2.30810 -0.38183 -0.73202 -0.091 0.090 -0.021 0.69
```
Positions in Å, forces in eV/Å.

Properties
calculated total energy = -1839.96032 a.u.
SMILES = COc1ccccc1NS(=O)(=O)c1cccc(NC(=O)c2nc3nc(C)cc(C)n3n2)c1
orbital gap = 0.288 Ha